{"formula": "C19H24CoN4O3S2", "method": "the ωB97M-V functional and the def2-TZVPD basis", "total_charge": 0, "de_lowest_kj_mol": 19.7, "largest_force_ev_per_a": 1.13, "e_homo_ev": [-7.018, -7.517], "orbital_gap_ev": [7.26, 7.65], "multiplicity": 4, "species": ["Co", "C", "C", "C", "O", "C", "O", "O", "H", "H", "H", "H", "H", "H", "H", "S", "C", "C", "N", "C", "H", "H", "H", "C", "C", "C", "C", "C", "C", "C", "C", "N", "H", "H", "H", "H", "H", "H", "C", "N", "C", "C", "N", "C", "S", "H", "H", "H", "H", "H", "H", "H", "H"], "positions_angstrom": [[0.77042, -0.44358, -0.28671], [-2.98072, 0.51545, -2.11489], [-2.04404, 0.81008, -0.94514], [-2.75210, 1.57764, 0.16531], [-1.52143, -0.42687, -0.44038], [-0.84034, 1.69983, -1.40873], [-1.07133, 2.70148, -2.06245], [0.30891, 1.33042, -1.02016], [-3.92154, 0.09740, -1.75657], [-2.50042, -0.20030, -2.77955], [-3.17300, 1.43392, -2.66267], [-3.59236, 1.00316, 0.55529], [-3.11713, 2.52133, -0.22703], [-2.05566, 1.78051, 0.97685], [-2.08165, -0.72019, 0.29107], [0.75960, -3.14926, -3.87500], [-0.33029, -3.76216, -2.69556], [-0.21704, -3.06257, -1.53901], [0.70017, -2.05784, -1.56915], [1.29308, -1.99639, -2.72380], [-0.97832, -4.58568, -2.92149], [-0.77093, -3.24313, -0.63482], [2.07460, -1.30183, -2.95775], [1.02283, -0.67608, 1.77564], [-0.12661, -1.40909, 2.19680], [-1.28150, -0.73576, 2.66517], [-2.42666, -1.41163, 2.99588], [-2.46580, -2.81303, 2.92100], [-1.31294, -3.50792, 2.52181], [-0.17911, -2.82383, 2.17004], [-3.63430, -3.50701, 3.26916], [-4.60397, -4.06904, 3.52533], [1.96321, -1.22295, 1.83956], [1.06967, 0.33153, 2.19039], [-1.25247, 0.34135, 2.75785], [-3.30139, -0.86828, 3.32534], [-1.33303, -4.59035, 2.49249], [0.69840, -3.37204, 1.85745], [2.68432, 2.56132, -2.38101], [2.97770, 2.53236, -0.98000], [3.03347, 3.74710, -0.19040], [3.19228, 3.23348, 1.25087], [3.41111, 1.81630, 1.04598], [3.14621, 1.45219, -0.22599], [3.21117, -0.13709, -0.76204], [1.77710, 3.14185, -2.56007], [2.51813, 1.53991, -2.71811], [3.52036, 2.99671, -2.93582], [2.12027, 4.32989, -0.32679], [3.88841, 4.35388, -0.50687], [2.29400, 3.41129, 1.85349], [4.04821, 3.67998, 1.76388], [3.38247, 1.15354, 1.80130]], "forces_ev_per_a": [[0.4, 0.6, 0.2], [0.3, 0.1, 0.2], [0.0, 0.5, -0.4], [0.2, -0.1, -0.1], [0.0, -0.2, 0.1], [-1.0, -0.2, -0.1], [-0.2, 0.2, -0.1], [0.9, -0.6, 0.4], [0.0, -0.1, 0.0], [0.0, 0.0, -0.1], [-0.1, 0.0, 0.0], [-0.1, -0.1, 0.0], [-0.1, 0.1, 0.0], [0.0, 0.1, 0.1], [0.2, 0.0, 0.1], [0.0, 0.2, 0.7], [0.1, 0.1, -0.1], [-0.4, -0.6, -0.2], [0.0, 0.2, -0.1], [0.1, -0.4, -0.7], [-0.1, -0.1, 0.1], [-0.1, 0.0, 0.1], [0.2, 0.3, 0.0], [0.1, 0.1, -0.5], [-0.5, -0.3, 0.7], [0.3, -0.1, -0.2], [-0.1, -0.4, 0.0], [0.9, 0.5, -0.2], [-0.5, 0.1, 0.1], [0.1, 0.4, -0.2], [-0.8, -0.4, 0.1], [-0.2, -0.1, 0.1], [0.0, 0.1, 0.1], [0.1, 0.0, 0.0], [0.0, 0.1, 0.0], [-0.1, 0.0, 0.1], [0.0, 0.0, 0.0], [0.1, 0.0, 0.0], [-0.1, 0.0, -0.4], [-0.1, -0.2, 0.5], [0.0, 0.3, 0.1], [0.0, 0.3, 0.3], [-0.2, 0.0, -0.1], [0.6, 0.3, 0.0], [0.1, -0.6, -0.2], [0.0, -0.1, 0.1], [0.0, 0.1, 0.0], [0.0, 0.0, 0.0], [0.0, 0.0, 0.0], [-0.1, 0.0, 0.0], [0.1, 0.0, -0.1], [-0.1, 0.0, -0.1], [0.0, -0.2, -0.2]]}